1.
{"formula": "C30H53BN3O11S2", "method": "the ωB97M-V functional and the def2-TZVPD basis", "charge": 1, "species": ["C", "H", "H", "H", "C", "O", "C", "C", "C", "C", "C", "O", "H", "H", "H", "H", "C", "S", "H", "C", "H", "C", "H", "H", "O", "C", "C", "H", "C", "H", "S", "C", "O", "C", "C", "H", "H", "O", "C", "H", "H", "H", "H", "H", "C", "H", "O", "H", "B", "H", "C", "H", "H", "C", "H", "H", "H", "C", "O", "C", "N", "H", "H", "C", "H", "H", "H", "H", "H", "H", "C", "H", "C", "H", "C", "C", "N", "H", "H", "H", "H", "H", "H", "C", "C", "O", "H", "H", "N", "O", "C", "H", "H", "H", "O", "H", "H", "O", "H", "H"], "xyz": [[-2.8326, -0.6810, 4.0272], [4.3139, 2.0027, 3.0616], [-2.2442, -0.6108, 4.9933], [5.0741, 3.2330, -0.3569], [-4.5629, -0.2238, 0.0110], [3.2358, -4.1492, -2.8419], [3.8997, 0.0601, 4.0997], [3.1154, 0.9656, -3.2251], [3.8295, 0.2854, -0.7207], [4.5035, -3.1146, -0.4299], [3.1005, -0.2205, 0.5912], [3.9988, -3.3439, 2.4662], [1.9678, -1.8408, 1.0938], [3.5225, 0.6633, 4.9656], [3.2531, -0.8386, 3.8597], [-2.0021, -1.7677, -1.9512], [-1.7471, -0.4877, 2.8608], [-8.3888, 3.0341, -0.9465], [4.8695, -2.7685, -3.0425], [3.3780, -4.0812, 1.7368], [1.6131, -2.9871, -0.6727], [-3.8397, -0.8481, -1.1309], [5.0672, 0.5436, 2.3109], [4.2458, 1.7621, -4.9664], [-7.3990, 2.0521, -0.5950], [2.1158, -2.0041, -0.9240], [0.5479, -2.3570, -2.5357], [-0.2998, 1.1917, 3.4190], [3.7267, -4.3255, 0.2020], [1.0265, 1.9843, 1.4106], [-0.1411, -3.6995, -3.1288], [4.1127, 0.9392, 2.7702], [5.0178, 2.4974, 0.2887], [-3.8044, -0.1358, 1.2927], [4.3559, 1.7013, -3.8508], [-2.1201, 1.6792, 3.4548], [-4.9332, -2.0624, -2.6741], [2.2995, -4.8276, 2.2279], [2.8931, 1.1993, -1.6854], [-7.4839, 3.3524, 1.6645], [4.4391, -5.2111, 0.2145], [-0.8800, -1.1849, 3.0066], [1.7983, 1.0791, -1.4791], [4.3250, 2.7723, -3.4704], [-8.3227, 4.0258, 1.4696], [5.3324, -1.1125, -1.1897], [6.3739, 1.1026, -1.0826], [-3.5393, 0.2030, 4.0596], [5.0913, 1.2805, -0.4740], [2.1263, 0.2721, 2.4642], [-1.3173, 1.0712, 2.9565], [-8.6776, 6.0891, 0.9394], [-9.4783, 1.8574, -2.6534], [-1.6647, -1.2258, 0.2655], [2.2772, -5.0038, -4.2252], [-7.1309, 5.4686, 0.3822], [3.1474, -0.1033, -3.5600], [2.8602, 0.8062, 1.7685], [-8.0638, 4.1751, -1.7493], [-2.4286, -1.3151, -1.0157], [1.9220, -1.1453, 0.3220], [-7.3475, 5.8472, 2.0939], [5.3459, 1.2533, -3.5604], [3.7563, -2.8149, -2.8154], [3.8739, -0.9175, 1.0578], [5.3093, -3.5554, -1.0956], [3.2457, -2.2322, -3.6261], [2.8301, -4.6872, -0.3833], [-4.3611, 0.3398, 2.1454], [-10.0602, 1.3747, -1.0353], [0.5692, -0.5659, 0.4104], [4.9018, -0.3784, 4.3980], [-4.6632, -0.9766, -2.4772], [0.3135, -0.0488, 1.3775], [3.6205, -2.1353, -1.3682], [-7.8420, 5.4408, 1.2096], [1.3361, -1.4957, -2.1018], [-5.6523, -0.4478, -2.3460], [-8.9547, 4.0190, 2.3593], [1.2100, 0.9486, -3.6555], [3.1179, 2.2966, -1.4961], [2.3075, 2.8627, 2.3044], [-4.0840, -0.6214, -3.3708], [-9.7775, 2.2135, -1.6684], [2.1458, 2.1670, 1.4219], [3.0781, -4.4453, -4.1839], [-1.2603, 1.4620, 1.8909], [-10.5962, 2.9245, -1.7621], [4.3831, -0.8664, -1.4747], [-0.3439, -1.7057, 0.3823], [-2.4119, -0.6337, 1.4180], [-5.6225, 0.1365, -0.0968], [2.5089, 2.7148, 0.5216], [0.2364, 0.1094, -0.4175], [-9.1262, 3.5323, 0.3922], [5.0595, -2.5540, 0.3732], [7.0551, 1.1107, -0.3773], [1.9467, 1.5412, -3.8924], [-3.4055, -1.6391, 3.9258], [1.8825, -5.2463, 1.4439]], "lowdin_charge": [-0.09, 0.12, 0.09, 0.13, 0.00, -0.19, -0.09, -0.39, -0.21, -0.09, -0.11, 0.10, 0.19, 0.08, 0.07, 0.07, -0.32, 0.59, 0.15, -0.46, 0.15, -0.21, 0.11, 0.09, -0.30, -0.13, -0.64, 0.07, -0.08, 0.06, 0.82, -0.18, 0.10, 0.00, -0.03, 0.09, 0.09, 0.09, -0.05, 0.11, 0.15, 0.13, 0.10, 0.10, -0.26, 0.12, 0.12, 0.07, -0.50, 0.12, -0.08, 0.09, 0.08, -0.19, 0.09, 0.07, 0.11, -0.28, -0.27, 0.04, 0.07, 0.08, 0.08, -0.13, 0.15, 0.14, 0.12, 0.11, 0.11, 0.08, -0.11, 0.08, -0.07, 0.11, -0.31, -0.07, 0.10, 0.08, 0.12, 0.08, 0.12, 0.10, 0.08, -0.12, -0.04, -0.03, 0.08, 0.08, 0.06, -0.08, -0.11, 0.10, 0.07, 0.16, -0.26, 0.12, 0.13, -0.07, 0.09, 0.11]}

***

2.
{"formula": "C30H53BaN2O14", "method": "the ωB97M-V functional and the def2-TZVPD basis", "relative_energy_kcal_mol": 0.00, "charge": 1, "species": ["H", "H", "H", "H", "H", "C", "C", "H", "H", "H", "C", "C", "H", "H", "C", "C", "C", "C", "H", "H", "H", "O", "C", "H", "C", "O", "C", "H", "C", "H", "H", "H", "H", "O", "O", "O", "H", "N", "C", "H", "O", "C", "H", "C", "H", "C", "H", "C", "H", "C", "N", "C", "H", "C", "H", "H", "H", "H", "H", "H", "O", "H", "C", "H", "H", "H", "C", "Ba", "C", "H", "O", "H", "H", "H", "H", "C", "C", "H", "O", "C", "H", "O", "H", "H", "C", "O", "H", "H", "C", "H", "H", "H", "O", "O", "H", "H", "C", "O", "H", "C"], "xyz": [[2.5825, -0.2790, 1.1986], [5.3348, 3.1128, 3.4818], [2.7085, 3.9717, 5.7533], [3.1501, 2.0651, 0.6646], [3.9366, 3.7154, -0.7824], [-2.6414, 2.5487, -3.0055], [1.6567, 4.3125, -2.1500], [-3.5825, -4.3569, -2.5084], [2.2720, 0.5907, 4.9435], [2.4213, -1.4666, -0.1264], [-1.7926, -4.8396, -5.0188], [-0.0663, -3.5711, -3.2824], [3.1959, 5.4141, 3.8690], [-2.4786, -1.3433, -2.3236], [-4.3553, -2.7474, 0.1827], [0.3567, 3.8795, 2.7140], [3.3207, 2.9183, -1.1987], [-0.2102, -4.9538, -3.2031], [-0.7764, -1.7788, -4.0638], [1.6278, 0.4003, 3.3680], [6.4762, 1.8386, 3.7258], [-4.5317, -3.2936, -1.1304], [-1.7760, 3.7484, -1.1059], [0.3746, -5.5558, -2.5235], [-0.8760, -0.4182, 2.1166], [-1.8764, 0.2609, -3.3655], [-3.3901, -4.1526, -1.4552], [4.5434, 1.4482, -0.3297], [1.5028, 4.7475, 2.6925], [3.7486, 2.6033, -2.1504], [3.2411, 2.1825, 3.0982], [-4.3556, -3.4931, 0.9777], [-3.4242, -0.7869, -3.7382], [4.5684, 1.5103, 4.4825], [-0.5651, -0.7975, -0.1339], [2.8664, 0.5036, -0.7320], [-5.2771, -2.1981, 0.3743], [1.6979, 5.6590, 1.5974], [-3.2817, -5.4952, -0.7184], [-1.5638, -1.2375, 2.3259], [2.7240, 6.3530, 1.5614], [-2.8998, -0.4773, -2.8342], [-2.4793, 3.5040, -0.3098], [-1.0593, -5.5761, -4.1063], [-0.2690, 3.8091, 1.8365], [-1.7288, -3.4482, -4.9556], [-2.9134, 3.4632, -3.5325], [2.0792, 3.9304, 4.8765], [-2.4274, -3.6457, -1.5218], [-2.3406, 1.4787, -3.9745], [0.8949, -2.9198, -2.3462], [2.5626, 0.3345, 3.9247], [0.0521, -0.9265, 2.3779], [5.6531, 2.3655, 4.2086], [-1.9444, 4.7379, -1.5309], [-2.3163, -5.9056, -1.0144], [2.4598, -2.9608, 4.2021], [6.0313, 2.8073, 5.1304], [-3.2608, -5.2981, 0.3535], [-2.2763, -2.7437, -5.5641], [0.8376, 5.8039, 0.7549], [4.0077, -0.7418, 0.3369], [0.9941, 3.0824, 4.9009], [-3.2364, 1.3635, -4.5847], [0.8591, 2.4944, 5.7967], [-6.2835, -6.9076, -0.6938], [0.0991, 3.0888, 3.8092], [0.5315, 0.9350, -2.0958], [-0.6606, 0.0737, 0.7307], [1.9113, 5.2593, -1.6736], [3.0359, -1.0288, 3.9184], [-1.1489, -6.6521, -4.0798], [-3.5761, -1.9921, 0.2853], [-0.8831, 0.4019, 2.8346], [-0.8565, 4.0248, -0.5900], [-0.8208, -2.8547, -4.1458], [-5.5536, -6.0997, -0.6419], [1.1926, -1.7603, 4.5827], [1.5153, -3.5508, -1.4927], [2.3616, 4.7321, 3.7961], [-1.5633, 1.7562, -4.6864], [-0.3681, 1.2712, 0.4950], [-0.7487, 2.4198, 3.8127], [2.3291, 4.3256, -3.0078], [3.6925, 1.2391, 3.4053], [-4.2468, -6.4901, -1.0325], [-3.4747, 2.3171, -2.3421], [0.6230, 4.4603, -2.4627], [3.4767, 1.6702, -0.2975], [-2.4569, -5.3842, -5.6734], [-5.7086, -5.6825, 0.3531], [4.1582, 0.7170, 2.5694], [1.8926, 3.1971, -1.2657], [-1.4952, 2.7354, -2.1120], [-5.8137, -5.2629, -1.2902], [1.6901, -2.1926, 2.9287], [2.0427, -1.9885, 3.9397], [1.0382, -1.7173, -2.4360], [-3.6356, -0.0430, -2.1573], [2.9390, -0.5683, 0.2101]], "lowdin_charge": [0.08, 0.08, 0.12, 0.12, 0.14, -0.17, -0.10, 0.12, 0.12, 0.08, -0.03, -0.14, 0.12, 0.08, -0.10, 0.02, -0.16, 0.01, 0.10, 0.10, 0.09, -0.20, -0.08, 0.13, 0.00, -0.34, -0.18, 0.14, -0.13, 0.13, 0.10, 0.08, 0.11, -0.18, -0.13, -0.33, 0.09, -0.34, -0.20, 0.09, 0.06, -0.11, 0.11, -0.05, 0.10, -0.05, 0.14, -0.08, 0.10, -0.19, -0.29, -0.17, 0.05, -0.10, 0.10, 0.12, 0.09, 0.09, 0.12, 0.12, 0.06, 0.11, -0.06, 0.14, 0.12, 0.09, -0.05, 2.13, -0.80, 0.09, -0.17, 0.12, 0.08, 0.06, 0.06, -0.05, -0.10, 0.10, 0.12, -0.01, 0.13, -0.16, 0.10, 0.09, -0.20, -0.16, 0.13, 0.08, -0.23, 0.12, 0.09, 0.11, -0.34, -0.37, 0.08, 0.07, -0.14, -0.13, 0.11, -0.04]}

***

3.
{"formula": "C30H53Cl12FO4", "method": "the ωB97M-V functional and the def2-TZVPD basis", "species": ["H", "C", "H", "C", "H", "H", "H", "O", "C", "H", "C", "H", "Cl", "Cl", "H", "H", "C", "H", "C", "H", "Cl", "H", "C", "O", "H", "C", "H", "H", "H", "H", "C", "H", "H", "C", "H", "H", "C", "H", "C", "C", "C", "H", "H", "O", "H", "C", "H", "H", "Cl", "H", "Cl", "C", "C", "H", "H", "H", "C", "H", "H", "Cl", "H", "H", "C", "H", "C", "H", "H", "H", "H", "C", "H", "H", "Cl", "H", "H", "C", "C", "F", "C", "Cl", "C", "H", "H", "H", "C", "H", "H", "C", "H", "H", "H", "O", "C", "C", "C", "Cl", "Cl", "Cl", "H", "Cl"], "xyz": [[5.1578, -1.2381, -6.5551], [3.0623, -3.1251, 0.9738], [-2.9549, -1.7557, 6.5545], [0.1168, 4.7231, 0.4670], [-1.5676, 4.8792, -0.7848], [3.8142, -3.2491, 0.2275], [3.9049, -2.6402, -4.2314], [3.6044, 0.6779, -4.8470], [-0.8053, 0.1240, -0.3934], [1.2835, -2.6607, -0.0698], [2.6266, -1.7316, 4.2022], [2.7860, -1.0229, 3.4068], [-3.7756, -2.9775, -1.9342], [0.2648, -0.7451, -1.6052], [1.9675, 4.5143, 1.6239], [-3.8223, 1.3846, 0.3052], [1.4062, 3.3682, -1.5104], [2.6999, -1.5655, -6.8989], [-0.9770, 2.2015, 4.3146], [-1.7119, 0.0755, -4.2839], [0.6719, 4.3247, 4.5668], [5.7085, 0.1799, -5.8169], [4.2238, -0.6887, -1.5624], [0.4861, -2.1548, 3.2945], [-5.1654, 4.7910, 0.7850], [-3.8349, 3.1973, 1.3136], [-0.9780, 0.7268, 1.5624], [3.0177, -2.0464, 1.2803], [2.2262, 0.1284, -7.4086], [-3.6179, 0.9406, -5.9513], [-4.6801, 4.3501, 1.6791], [-1.3705, 1.7451, -3.8702], [2.6273, -1.4419, -3.7030], [3.2754, -2.3102, -3.4171], [-4.0226, 5.0555, 2.1760], [-1.8454, -0.8029, 4.4742], [-3.5113, -1.1180, 5.8465], [-5.2272, 1.5323, 1.4952], [3.6623, 0.0639, -5.8398], [-4.5901, 2.0170, 0.7017], [2.0646, 3.7187, -0.3103], [-1.9017, 1.8030, 3.8704], [1.6122, -0.4992, -5.9110], [-2.6389, 3.1865, 1.5527], [2.6456, -3.1808, -3.0466], [4.9874, -0.1686, -6.4965], [4.4930, 0.0927, -2.3688], [3.2475, -0.3524, -1.2371], [1.2647, 0.9755, 0.9265], [-1.4570, -3.2973, -1.8215], [-3.6586, -0.3315, 3.1608], [-2.3240, -3.9409, -1.7918], [-2.8244, -1.2176, 4.4900], [0.5333, -4.2818, 4.7985], [0.9596, -3.3743, 1.4526], [-0.0054, -2.8051, 5.7756], [2.5076, -0.5323, -6.5704], [-2.7938, -2.2446, 4.2007], [-0.1436, -0.8783, 1.5629], [-3.5973, 1.1015, -3.1302], [-0.4083, 3.4159, -2.6318], [-5.4540, 4.0083, 2.3183], [0.8232, -3.3127, 5.2656], [3.3696, -2.4793, 4.1689], [1.4110, 4.4267, 0.6638], [-1.7147, -0.4233, -0.4173], [4.9627, 0.3038, -7.4723], [-1.7436, 4.1659, 4.6793], [-0.8129, 1.1604, -0.7822], [1.6276, -3.4377, 0.6194], [1.5388, -3.5894, 6.0929], [-0.1503, 1.7041, 3.8459], [-5.1974, -1.7694, 5.8475], [2.6872, -1.2157, 5.1715], [-5.2668, 2.4343, -0.0586], [-0.2817, 0.1261, 0.9949], [-0.9109, 3.6866, 4.1031], [-0.5973, 5.2985, 1.5061], [-2.1248, 1.0360, -4.2418], [-0.8545, 1.7430, 6.0605], [1.2980, -2.3892, 4.1804], [2.0008, 2.9149, -2.2911], [-3.1759, -5.5192, -0.4673], [-2.6585, 2.4601, -5.8653], [-2.2891, -4.8545, -0.5581], [-3.6233, -0.1341, 6.3248], [3.0916, 3.3184, -0.0647], [-0.6036, 4.4329, -0.6571], [-1.1251, 3.9231, 3.1208], [5.0154, -0.6220, -0.8252], [-1.3440, -5.3944, -0.6018], [4.8731, -2.9251, -1.8837], [-2.6660, 1.4225, -5.6402], [4.1431, -2.0033, -2.2017], [0.0695, 3.7155, -1.6766], [3.6353, -4.2337, 2.2486], [1.3777, -5.0150, -0.1263], [-1.4662, 0.7245, -6.7877], [-2.2655, -4.6136, -2.6191], [-2.2972, -3.9895, 0.9835]], "lowdin_charge": [0.08, -0.61, 0.07, -0.28, 0.11, 0.03, 0.08, 0.09, -0.60, 0.02, -0.03, 0.07, 0.56, 0.54, 0.13, 0.05, -0.11, 0.09, -0.65, 0.02, 0.58, 0.07, -0.02, 0.00, 0.10, -0.49, 0.04, 0.09, 0.10, 0.07, -0.02, 0.06, 0.06, -0.02, 0.09, 0.03, -0.63, 0.09, -0.58, -0.03, -0.14, 0.04, 0.08, 0.04, 0.10, -0.01, 0.12, 0.04, 0.64, 0.04, 0.57, -0.69, -0.62, 0.10, 0.02, 0.08, -0.03, 0.06, 0.09, 0.50, 0.10, 0.08, -0.01, 0.03, -0.06, 0.05, 0.09, 0.10, 0.06, -0.69, 0.10, 0.04, 0.51, 0.10, 0.09, -0.63, -0.67, 0.01, -0.59, 0.53, -0.49, 0.10, 0.08, 0.05, -0.66, 0.06, 0.12, -0.01, -0.01, 0.09, 0.02, 0.04, -0.62, -0.52, -0.08, 0.60, 0.59, 0.53, 0.06, 0.54]}

***

Values of gap between HOMO and LUMO, in order: 7.50, 7.76, 9.66, all in eV.
Values of total energy, in order: -2987.61204, -2362.81203, -7098.00467, all in Eh.